--- i ---
C10H18N2O | wB97M-V/def2-TZVPD

Each line ends with the natural charge from an NBO analysis.
Geometry (Å):
O1 1.416 1.913 -1.913  -0.615
N1 -0.174 1.952 1.214  -0.617
N2 0.799 2.145 -0.806  0.054
C1 -1.588 -1.549 0.629  -0.669
C2 1.024 -2.843 -0.988  -0.600
C3 1.777 0.427 0.739  -0.429
C4 -0.762 -0.991 -0.462  0.004
C5 0.025 3.358 -0.726  -0.254
C6 -1.355 -0.274 -1.429  -0.396
C7 0.754 1.452 0.288  0.395
C8 1.334 -0.976 0.765  -0.391
C9 -0.677 3.282 0.600  -0.247
C10 0.677 -1.333 -0.595  -0.271
H1 0.175 2.101 2.230  0.377
H2 -1.730 3.033 0.483  0.216
H3 -2.220 -2.447 0.327  0.225
H4 2.269 -1.632 0.999  0.214
H5 -0.847 0.199 -2.397  0.226
H6 0.572 -0.957 1.611  0.204
H7 -2.364 -0.036 -1.250  0.180
H8 0.773 4.143 -0.735  0.210
H9 -0.685 3.396 -1.587  0.224
H10 -0.353 4.093 1.217  0.207
H11 -2.305 -0.865 1.053  0.229
H12 0.862 -3.270 -0.044  0.204
H13 0.277 -3.101 -1.848  0.220
H14 2.582 0.483 -0.117  0.231
H15 2.080 -2.848 -1.318  0.217
H16 2.137 0.822 1.569  0.207
H17 -1.016 -2.008 1.482  0.214
H18 1.165 -0.631 -1.216  0.230

## Properties
SMILES string = C=C(C)[C@H](C)CCC1=[N+]([O-])CCN1
highest occupied orbital energy = -7.5 eV

--- ii ---
C10H18N2O | wB97M-V/def2-TZVPD

Each line ends with the natural charge from an NBO analysis.
Geometry (Å):
O1 1.782 -2.314 -0.571  -0.664
N1 -0.120 -2.176 0.648  -0.640
N2 0.697 -0.298 -0.266  -0.471
C1 -1.082 -1.289 1.252  0.030
C2 -0.858 0.009 0.555  0.287
C3 -1.544 1.122 0.535  -0.491
C4 -0.802 -1.116 2.756  -0.599
C5 1.294 0.641 -1.187  0.120
C6 0.879 -1.637 -0.123  0.779
C7 -2.503 -1.822 1.023  -0.595
C8 1.668 1.918 -0.420  -0.604
C9 2.584 0.048 -1.767  -0.601
C10 0.337 0.946 -2.348  -0.612
H1 -2.687 -1.941 -0.041  0.224
H2 -0.538 1.497 -2.014  0.202
H3 0.007 0.016 -2.805  0.217
H4 3.063 0.795 -2.396  0.201
H5 0.210 -0.747 2.900  0.223
H6 0.811 2.342 0.092  0.203
H7 0.851 1.537 -3.102  0.211
H8 2.070 2.659 -1.106  0.209
H9 2.426 1.687 0.325  0.216
H10 3.267 -0.235 -0.971  0.224
H11 2.377 -0.837 -2.359  0.234
H12 -1.272 2.011 0.001  0.226
H13 -1.500 -0.407 3.193  0.210
H14 -2.467 1.169 1.092  0.223
H15 -2.614 -2.789 1.507  0.212
H16 -0.010 -3.124 0.971  0.409
H17 -0.904 -2.072 3.264  0.209
H18 -3.240 -1.139 1.434  0.208

## Properties
SMILES string = C=C1N(C(C)(C)C)C(=O)NC1(C)C
highest occupied orbital energy = -8.9 eV

Looking at the structures above, which would you pick as the most stable? I would pick ii.